No. 1
This record from the OMol25 dataset describes a single C4H9NO molecule at a distorted geometry. The level of theory is the ωB97M-V functional and the def2-TZVPD basis.

```
15
C4H9NO, DFT the ωB97M-V functional and the def2-TZVPD basis
C -0.381 -1.765 -0.462
N 0.094 -0.600 -0.082
C -0.662 0.268 0.735
C -0.708 1.611 0.033
C 1.511 -0.267 -0.263
O -1.448 -2.314 -0.021
H 0.274 -2.394 -1.064
H -0.491 0.288 1.845
H -1.592 -0.317 0.692
H -0.781 1.480 -1.056
H -1.567 2.187 0.320
H 0.184 2.284 0.311
H 1.484 0.866 -0.381
H 2.210 -0.563 0.545
H 1.873 -0.765 -1.153
```

Its HOMO-LUMO gap is 10.21 eV. The calculation puts the strongest force on any atom at 5.21 eV Å⁻¹. As for the SMILES: CCN(C)C=O. For the molecular weight, the calculation gives 87.122 g mol⁻¹. As for the HOMO energy: -9.4 eV. Its total charge is 0. Its LUMO energy is 0.839 eV. As for the energy above the lowest of the compared OMol25 structures with the same formula, charge and spin: 150.3 kJ/mol.

***

No. 2
This record from the OMol25 dataset describes 15 unconnected molecules or ions with the total composition C50H108Br2N8O26 at a distorted geometry. The level of theory is the ωB97M-V functional and the def2-TZVPD basis.

```
194
C50H108Br2N8O26, DFT the ωB97M-V functional and the def2-TZVPD basis
C 7.772 -1.986 1.004
C 7.680 -0.523 0.474
O 8.053 -0.633 -0.897
C 7.583 0.174 -1.786
O 6.804 1.104 -1.610
O 8.128 -0.201 -2.945
C 7.908 0.537 -4.094
H 7.676 -2.288 2.047
H 8.720 -2.424 0.688
H 6.993 -2.579 0.526
H 8.315 0.158 1.041
H 6.657 -0.154 0.548
H 8.036 1.620 -4.092
H 6.875 0.317 -4.362
H 8.668 0.227 -4.811
C -0.887 4.771 0.935
C -0.829 6.226 0.416
O -1.954 6.379 -0.462
C -1.738 6.394 -1.836
O -0.662 6.462 -2.390
O -2.949 6.366 -2.407
C -3.109 6.496 -3.793
H -1.890 4.465 1.230
H -0.289 4.592 1.828
H -0.470 4.070 0.212
H 0.087 6.664 0.021
H -1.077 6.801 1.308
H -2.777 5.574 -4.270
H -2.717 7.421 -4.217
H -4.190 6.559 -3.915
C 0.184 -2.664 -4.679
C 0.932 -2.987 -6.023
O 0.003 -3.189 -7.094
C 0.243 -4.024 -8.113
O 1.124 -4.907 -8.103
O -0.748 -3.923 -9.026
C -0.963 -4.842 -10.025
H 0.846 -2.728 -3.815
H -0.564 -3.425 -4.460
H -0.285 -1.682 -4.729
H 1.629 -3.825 -6.053
H 1.564 -2.147 -6.310
H -1.363 -5.715 -9.509
H -0.040 -5.065 -10.560
H -1.708 -4.567 -10.770
C -0.896 2.157 -2.335
C 0.172 1.474 -3.341
O 0.884 0.460 -2.653
C 1.922 -0.071 -3.155
O 2.386 0.192 -4.211
O 2.334 -0.965 -2.277
C 3.429 -1.935 -2.528
H -0.445 2.296 -1.353
H -1.731 1.460 -2.260
H -1.108 3.171 -2.675
H 0.895 2.169 -3.769
H -0.386 1.068 -4.185
H 4.412 -1.485 -2.668
H 3.114 -2.461 -3.429
H 3.599 -2.523 -1.626
C -1.638 0.641 -6.383
C -3.007 0.265 -5.690
O -2.682 -0.081 -4.341
C -3.625 -0.654 -3.575
O -4.756 -0.830 -4.009
O -3.049 -1.019 -2.502
C -3.767 -1.521 -1.389
H -1.780 0.816 -7.449
H -0.779 -0.015 -6.241
H -1.338 1.586 -5.931
H -3.521 -0.557 -6.187
H -3.723 1.086 -5.669
H -4.089 -0.694 -0.756
H -3.167 -2.264 -0.863
H -4.683 -2.075 -1.596
C -5.028 2.714 1.154
C -4.557 3.359 2.464
O -4.648 4.728 2.263
C -4.012 5.567 3.126
O -3.040 5.259 3.816
O -4.787 6.727 3.199
C -4.305 7.754 4.076
H -5.973 3.166 0.854
H -5.225 1.662 1.361
H -4.268 2.774 0.376
H -3.534 3.026 2.641
H -5.148 3.050 3.326
H -4.265 7.424 5.114
H -4.823 8.710 4.152
H -3.308 8.105 3.809
C 1.918 1.630 6.347
O 2.758 1.095 7.032
N 1.923 1.640 4.971
C 0.962 2.456 4.242
C 3.040 1.036 4.237
H 1.005 2.126 6.713
H 1.356 3.294 3.668
H 0.166 2.824 4.889
H 0.420 2.007 3.410
H 2.656 0.507 3.364
H 3.668 1.812 3.801
H 3.621 0.356 4.860
C 0.929 -3.826 2.838
O -0.254 -3.574 2.769
N 1.602 -3.893 4.000
C 3.098 -3.867 4.041
C 0.995 -4.000 5.339
H 1.582 -3.745 1.955
H 3.464 -3.052 4.666
H 3.686 -3.860 3.124
H 3.454 -4.687 4.665
H -0.087 -4.029 5.211
H 1.250 -4.913 5.878
H 1.176 -3.196 6.053
C 5.323 -7.273 2.255
O 4.830 -7.250 1.150
N 5.833 -6.216 2.914
C 6.331 -6.385 4.285
C 5.978 -4.840 2.389
H 5.362 -8.204 2.842
H 6.032 -7.315 4.770
H 6.054 -5.576 4.960
H 7.412 -6.509 4.224
H 5.336 -4.736 1.515
H 5.859 -4.072 3.155
H 6.990 -4.616 2.050
C -1.074 -5.794 -2.639
O -2.163 -5.383 -3.088
N -0.407 -5.201 -1.652
C 0.774 -5.913 -1.119
C -0.799 -3.927 -1.051
H -0.550 -6.680 -3.030
H 0.605 -6.159 -0.071
H 1.603 -5.206 -1.130
H 1.038 -6.880 -1.548
H -1.083 -4.017 -0.002
H -0.098 -3.101 -1.176
H -1.741 -3.630 -1.511
C 2.506 2.394 -0.019
O 1.505 2.550 0.683
N 2.816 3.039 -1.128
C 4.024 2.638 -1.963
C 2.009 4.109 -1.762
H 3.230 1.576 0.122
H 4.736 3.456 -2.069
H 3.747 2.268 -2.950
H 4.602 1.818 -1.538
H 2.544 5.043 -1.592
H 1.909 3.867 -2.821
H 1.068 4.265 -1.236
C -4.626 -1.511 4.153
O -5.684 -1.218 4.685
N -4.320 -2.687 3.757
C -5.302 -3.763 3.678
C -2.982 -3.002 3.198
H -3.817 -0.810 3.895
H -4.844 -4.732 3.872
H -5.747 -3.851 2.687
H -6.129 -3.623 4.374
H -2.665 -4.010 3.466
H -2.738 -2.822 2.151
H -2.332 -2.358 3.791
C -5.655 3.981 -4.141
O -5.201 3.230 -5.058
N -5.345 3.853 -2.838
C -5.929 4.694 -1.752
C -4.421 2.807 -2.430
H -6.350 4.821 -4.289
H -5.068 5.068 -1.198
H -6.521 4.015 -1.139
H -6.583 5.519 -2.036
H -3.988 2.190 -3.217
H -3.479 3.128 -1.986
H -4.902 2.097 -1.757
C -2.428 1.711 5.051
O -1.889 1.070 4.181
N -2.366 1.413 6.386
C -3.402 1.972 7.237
C -1.543 0.220 6.802
H -2.898 2.691 4.873
H -2.885 2.050 8.194
H -4.134 1.168 7.311
H -3.788 2.910 6.837
H -2.018 -0.252 7.662
H -1.341 -0.582 6.093
H -0.554 0.666 6.913
Br 2.223 -1.212 1.253
C 0.490 -0.565 0.485
C -0.519 -0.235 1.648
Br -2.121 0.696 0.959
H 0.126 -1.274 -0.259
H 0.678 0.354 -0.069
H -0.060 0.458 2.353
H -0.800 -1.176 2.121
```

Its HOMO-LUMO gap is 9.07 eV. The calculation puts the strongest force on any atom at 5.70 eV Å⁻¹. For the molecular weight, the calculation gives 1397.252 g mol⁻¹. As for the HOMO energy: -9.0 eV. Its total charge is 0. Its LUMO energy is 0.033 eV.

***

No. 3
This record from the OMol25 dataset describes a single CH2N4S molecule at a distorted geometry. The level of theory is the ωB97M-V functional and the def2-TZVPD basis.

```
8
CH2N4S, DFT the ωB97M-V functional and the def2-TZVPD basis
C 0.977 -0.348 -0.084
H -1.961 0.716 -0.296
H 0.424 1.616 0.345
N 0.119 -1.499 -0.014
N -1.109 -1.125 0.030
N -1.149 0.243 0.093
N 0.125 0.723 -0.094
S 2.575 -0.326 0.020
```

Its HOMO-LUMO gap is 8.49 eV. The calculation puts the strongest force on any atom at 2.15 eV Å⁻¹. As for the SMILES: S=c1nn[nH][nH]1. For the molecular weight, the calculation gives 102.122 g mol⁻¹. As for the HOMO energy: -8.8 eV. Its total charge is 0. Its LUMO energy is -0.287 eV. As for the energy above the lowest of the compared OMol25 structures with the same formula, charge and spin: 116.3 kJ/mol.

***

No. 4
This record from the OMol25 dataset describes a single C6H6ClF molecule at a distorted geometry. The level of theory is the ωB97M-V functional and the def2-TZVPD basis.

```
14
C6H6ClF, DFT the ωB97M-V functional and the def2-TZVPD basis
C 1.988 -0.889 1.019
C 0.441 -0.672 0.757
C -0.555 -1.606 0.593
C -1.890 -1.068 0.019
C -1.620 0.189 -0.172
C -0.174 0.458 0.212
H 2.332 -1.819 1.340
H 2.499 -0.412 0.151
H 2.395 -0.240 1.858
H -0.396 -2.785 0.702
H -2.754 -1.701 -0.323
H -2.189 1.040 -0.364
F 0.023 1.647 0.890
Cl 0.516 0.743 -1.526
```

Its HOMO-LUMO gap is 9.08 eV. The calculation puts the strongest force on any atom at 4.93 eV Å⁻¹. As for the SMILES: CC1=CC=C[C@]1(F)Cl. For the molecular weight, the calculation gives 132.565 g mol⁻¹. As for the HOMO energy: -9.1 eV. Its total charge is 0. Its LUMO energy is -0.068 eV. As for the energy above the lowest of the compared OMol25 structures with the same formula, charge and spin: 130.6 kJ/mol.

***

No. 5
This record from the OMol25 dataset describes a molecular structure, C24H30N7OS2TeZn. The level of theory is the ωB97M-V functional and the def2-TZVPD basis.

```
66
C24H30N7OS2TeZn, DFT the ωB97M-V functional and the def2-TZVPD basis
Zn 0.658 0.181 -0.030
N -1.858 -1.263 2.979
C -0.862 -0.933 3.888
C -0.789 -1.055 5.270
C 0.365 -0.590 5.865
C 1.406 -0.024 5.111
C 1.330 0.090 3.738
C 0.169 -0.381 3.124
N -0.211 -0.390 1.785
C -1.414 -0.916 1.752
C -2.143 -1.024 0.497
C -3.346 -1.597 0.230
S -3.719 -1.388 -1.422
C -2.248 -0.554 -1.651
N -1.522 -0.436 -0.578
H -2.758 -1.657 3.194
H -1.593 -1.486 5.852
H 0.471 -0.661 6.939
H 2.288 0.332 5.625
H 2.124 0.520 3.145
H -4.012 -2.122 0.896
H -1.969 -0.153 -2.614
C 2.023 5.099 -1.789
C 1.265 4.192 -0.883
C 0.415 4.454 0.174
C -0.014 3.204 0.643
N 0.539 2.239 -0.086
N 1.317 2.856 -0.998
C -0.934 2.902 1.778
H 1.819 6.135 -1.531
H 1.739 4.944 -2.830
H 3.097 4.931 -1.703
H 0.138 5.422 0.553
H 1.785 2.276 -1.690
H -1.529 3.779 2.023
H -0.374 2.612 2.668
H -1.610 2.087 1.520
C 2.588 -2.555 1.082
N 3.667 -1.797 0.475
C 4.397 -2.503 -0.571
C 3.642 -0.441 0.586
O 2.604 0.160 0.959
N 4.771 0.254 0.324
C 4.701 1.689 0.111
C 6.113 -0.295 0.419
H 2.964 -3.545 1.341
H 1.746 -2.678 0.392
H 2.248 -2.061 1.987
H 3.682 -3.051 -1.187
H 5.119 -3.204 -0.149
H 4.910 -1.800 -1.220
H 3.662 2.002 0.102
H 5.174 1.944 -0.839
H 5.221 2.218 0.913
H 6.093 -1.268 0.898
H 6.717 0.376 1.033
H 6.589 -0.383 -0.560
Te 1.878 -0.476 -2.259
C 0.313 -0.179 -3.621
C -0.305 0.986 -3.985
C -1.376 0.787 -4.901
C -1.552 -0.527 -5.218
S -0.402 -1.516 -4.425
H -0.012 1.954 -3.602
H -1.977 1.585 -5.310
H -2.268 -0.954 -5.901
```

Its HOMO-LUMO gap is 7.35 eV. The calculation puts the strongest force on any atom at 0.14 eV Å⁻¹. For the molecular weight, the calculation gives 689.676 g mol⁻¹. As for the HOMO energy: -10.0 eV. Its total charge is +1. Its LUMO energy is -2.601 eV. As for the energy above the lowest of the compared OMol25 structures with the same formula, charge and spin: 3.7 kJ/mol.

***

No. 6
This record from the OMol25 dataset describes 2 unconnected molecules or ions with the total composition C38H42N3O4PS2 at a distorted geometry. The level of theory is the ωB97M-V functional and the def2-TZVPD basis.

```
90
C38H42N3O4PS2, DFT the ωB97M-V functional and the def2-TZVPD basis
C 2.089 -4.001 0.608
C 2.575 -3.041 -0.284
C 2.554 -1.687 0.063
C 2.030 -1.292 1.294
S 1.941 0.460 1.798
C 0.198 1.031 1.867
C -0.332 1.706 2.914
S -0.580 0.637 0.267
C -1.838 -0.611 0.603
C -1.618 -1.966 0.342
C -2.547 -2.905 0.816
C -3.713 -2.468 1.456
C -3.963 -1.100 1.616
C -3.034 -0.163 1.151
O -1.180 1.828 -0.275
O 0.365 -0.135 -0.520
O 2.449 0.538 3.146
O 2.561 1.202 0.720
C 1.620 -2.251 2.219
C 1.615 -3.604 1.860
H 2.086 -5.059 0.329
H 2.968 -3.338 -1.260
H 2.942 -0.946 -0.632
H -1.364 2.035 2.871
H 0.303 1.929 3.767
H -0.738 -2.289 -0.204
H -2.344 -3.964 0.682
H -4.429 -3.198 1.831
H -4.867 -0.745 2.104
H -3.216 0.906 1.212
H 1.298 -1.931 3.206
H 1.242 -4.341 2.574
C -1.848 -3.201 7.702
N -0.634 -2.446 7.496
C 0.524 -3.028 8.140
C -0.652 -1.176 6.992
C 0.557 -0.496 6.679
C 0.533 0.835 6.312
C -0.689 1.529 6.211
P -0.628 3.291 5.744
C -2.318 3.850 6.300
C -2.694 3.976 7.649
C -3.992 4.298 8.027
C -4.991 4.506 7.037
N -6.300 4.670 7.392
C -7.334 5.123 6.488
C -6.769 4.541 8.757
C -4.583 4.510 5.665
C -3.278 4.181 5.315
C 0.334 3.888 7.231
C 1.036 5.115 7.155
C 1.635 5.685 8.279
C 1.493 5.071 9.570
N 1.933 5.689 10.710
C 1.674 5.176 12.041
C 2.836 6.819 10.730
C 0.854 3.798 9.628
C 0.309 3.230 8.479
C -1.897 0.830 6.392
C -1.881 -0.502 6.786
H -2.570 -3.007 6.903
H -1.593 -4.266 7.700
H -2.322 -2.961 8.668
H 1.404 -2.391 8.042
H 0.325 -3.191 9.212
H 0.734 -4.008 7.690
H 1.514 -1.015 6.734
H 1.477 1.356 6.142
H -1.960 3.834 8.436
H -4.229 4.399 9.092
H -7.033 5.038 5.445
H -8.225 4.505 6.661
H -7.610 6.167 6.703
H -6.280 3.714 9.286
H -6.627 5.465 9.339
H -7.847 4.342 8.706
H -5.290 4.760 4.871
H -2.974 4.181 4.265
H 1.076 5.623 6.188
H 2.186 6.625 8.163
H 0.654 4.791 12.146
H 2.386 4.389 12.334
H 1.810 6.015 12.733
H 2.888 7.328 9.768
H 2.478 7.517 11.497
H 3.848 6.507 11.034
H 0.779 3.254 10.581
H -0.214 2.272 8.572
H -2.855 1.334 6.296
H -2.820 -1.009 6.990
```

Its HOMO-LUMO gap is 7.00 eV. The calculation puts the strongest force on any atom at 2.56 eV Å⁻¹. As for the SMILES: CN(C)c1ccc(P(c2ccc(N(C)C)cc2)c2ccc(N(C)C)cc2)cc1.C=C(S(=O)(=O)c1ccccc1)S(=O)(=O)c1ccccc1. For the molecular weight, the calculation gives 699.879 g mol⁻¹. As for the HOMO energy: -7.0 eV. Its total charge is 0. Its LUMO energy is -0.046 eV.